No. 1
This record from OMol25 describes a molecular structure, C8H21N3P at a distorted geometry. The level of theory is the ωB97M-V functional and the def2-TZVPD basis.

Atoms and positions in Å:
C1 -1.770 1.096 0.703
C2 -1.407 1.095 -1.401
C3 -1.761 -0.036 -0.330
C4 -3.364 -1.477 0.739
C5 3.128 -1.254 -1.168
C6 3.137 -0.573 1.284
C7 -3.126 -0.713 -0.482
C8 2.903 -0.090 -0.201
N1 1.418 1.552 0.512
N2 1.564 0.451 -0.370
N3 -1.053 1.973 -0.209
P1 -0.288 -1.148 0.025
H1 -2.735 1.536 0.997
H2 -1.225 0.800 1.548
H3 -0.544 0.882 -2.172
H4 -2.189 1.619 -2.070
H5 -4.470 -1.747 0.779
H6 -3.186 -0.935 1.575
H7 -2.675 -2.376 0.861
H8 2.334 -1.914 -1.028
H9 3.186 -0.870 -2.132
H10 4.145 -1.711 -1.041
H11 3.360 0.011 2.154
H12 3.921 -1.347 1.401
H13 2.236 -1.121 1.593
H14 -3.868 0.093 -0.418
H15 -3.271 -1.195 -1.422
H16 3.543 0.726 -0.435
H17 2.011 2.329 0.264
H18 1.839 1.256 1.456
H19 -1.528 2.909 -0.002
H20 0.145 1.957 0.200
H21 -0.408 -1.779 -1.209

Computed properties:
Net charge: +1
ΔE to the lowest compared entry with this formula, charge and spin: 87.1 kcal/mol
LUMO: -4.3 eV
Gap between HOMO and LUMO: 7.76 eV

=====

No. 2
This record from OMol25 describes 2 unconnected molecules or ions with the total composition C8H21NO4PS at a distorted geometry. The level of theory is the ωB97M-V functional and the def2-TZVPD basis.

Atoms and positions in Å:
O1 1.622 0.226 3.883
P1 1.546 0.237 2.272
O2 2.160 -1.167 1.811
S1 2.329 1.773 1.453
C1 -0.232 0.023 1.816
C2 -1.080 0.891 2.729
N1 -2.501 0.747 2.271
C3 -2.933 -0.688 2.388
C4 -1.957 -1.618 1.672
O3 -0.588 -1.334 1.891
H1 1.658 -0.690 4.198
H2 3.088 -1.233 2.079
H3 -0.288 0.428 0.794
H4 -0.798 1.942 2.673
H5 -1.014 0.553 3.762
H6 -2.582 1.035 1.292
H7 -3.129 1.339 2.816
H8 -3.053 -0.919 3.445
H9 -3.913 -0.781 1.920
H10 -2.128 -2.617 2.072
H11 -2.188 -1.658 0.602
C5 1.129 1.134 -4.826
C6 0.409 1.315 -3.501
O4 -0.164 0.122 -2.985
C7 0.741 -0.938 -2.723
C8 1.793 -0.596 -1.684
H12 0.455 0.713 -5.572
H13 1.489 2.097 -5.186
H14 1.991 0.472 -4.739
H15 -0.432 1.996 -3.634
H16 1.076 1.773 -2.761
H17 1.206 -1.295 -3.647
H18 0.116 -1.753 -2.354
H19 2.461 0.202 -2.008
H20 2.403 -1.471 -1.459
H21 1.313 -0.261 -0.761

Computed properties:
Net charge: +1
LUMO: -3.5 eV
Gap between HOMO and LUMO: 8.39 eV

=====

No. 3
This record from OMol25 describes a molecular structure, C8H22BrF3FeN8O6 at a distorted geometry. The level of theory is the ωB97M-V functional and the def2-TZVPD basis.

Atoms and positions in Å:
Fe1 -13.843 -8.072 -14.748
Br1 -13.093 -6.997 -12.691
C1 -12.069 -11.003 -14.535
O1 -11.615 -11.722 -15.690
O2 -12.557 -9.703 -14.911
C2 -12.964 -11.940 -13.591
F1 -13.403 -11.260 -12.510
F2 -14.044 -12.418 -14.275
F3 -12.212 -12.934 -13.029
C3 -10.566 -12.721 -15.564
C4 -10.083 -13.216 -16.944
H1 -9.112 -13.709 -16.980
H2 -10.679 -14.013 -17.388
H3 -10.035 -12.389 -17.652
H4 -10.940 -13.550 -14.963
H5 -9.639 -12.363 -15.117
H6 -11.113 -10.787 -14.057
C5 -16.329 -9.565 -13.286
O3 -15.217 -9.134 -13.744
N1 -16.420 -10.640 -12.569
N2 -17.480 -8.960 -13.561
H7 -17.341 -11.039 -12.460
H8 -15.579 -11.182 -12.427
H9 -18.379 -9.404 -13.442
H10 -17.505 -8.074 -14.045
C6 -15.083 -9.595 -17.220
O4 -14.763 -8.713 -16.457
N3 -14.338 -10.622 -17.553
N4 -16.224 -9.720 -17.808
H11 -14.400 -11.050 -18.467
H12 -13.542 -10.742 -16.944
H13 -16.939 -9.076 -17.501
H14 -16.488 -10.514 -18.373
C7 -12.417 -5.772 -16.464
O5 -12.890 -6.815 -16.033
N5 -11.420 -5.214 -15.856
N6 -12.971 -4.918 -17.318
H15 -10.833 -4.656 -16.459
H16 -10.954 -5.628 -15.061
H17 -12.743 -3.937 -17.388
H18 -13.882 -5.206 -17.646
C8 -16.191 -5.895 -15.332
O6 -15.294 -6.664 -14.939
N7 -16.850 -5.125 -14.545
N8 -16.555 -5.691 -16.561
H19 -17.241 -4.297 -14.969
H20 -16.754 -5.123 -13.539
H21 -17.303 -5.018 -16.646
H22 -15.999 -6.023 -17.337

Computed properties:
Net charge: +2
⟨S²⟩: 12.018
ΔE to the lowest compared entry with this formula, charge and spin: 3.7 kcal/mol
LUMO (spin up / spin down): -4.8 / -9.8 eV
2S+1: 7
Gap between HOMO and LUMO (spin up / spin down): 10.76 / 5.07 eV

=====

No. 4
This record from OMol25 describes a molecular structure, C8H22ClLiN2O2 at a distorted geometry. The level of theory is the ωB97M-V functional and the def2-TZVPD basis.

Atoms and positions in Å:
Li1 -0.710 -0.252 0.591
Cl1 -1.782 -0.673 2.332
C1 -1.253 -1.505 -3.603
C2 -1.018 -0.660 -2.327
C3 -2.374 -0.126 -1.826
O1 -2.178 0.828 -0.796
C4 -3.351 1.016 -0.016
N1 -0.338 -1.365 -1.175
H1 -0.348 -2.111 -3.666
H2 -1.410 -0.865 -4.494
H3 -2.074 -2.204 -3.590
H4 -0.351 0.184 -2.522
H5 -2.944 -1.011 -1.453
H6 -2.899 0.317 -2.695
H7 -3.039 1.546 0.890
H8 -3.804 0.086 0.285
H9 -4.131 1.594 -0.488
H10 0.579 -1.712 -1.504
H11 -0.847 -2.199 -0.933
C5 0.864 1.588 3.210
C6 1.529 1.396 1.801
C7 2.264 0.078 1.781
O2 2.951 0.037 0.539
C8 3.796 -1.058 0.446
N2 0.603 1.346 0.737
H12 0.413 2.604 3.276
H13 1.696 1.630 3.935
H14 0.085 0.858 3.435
H15 2.359 2.160 1.710
H16 1.550 -0.755 1.930
H17 3.028 0.145 2.551
H18 4.312 -1.122 -0.525
H19 3.265 -2.019 0.477
H20 4.616 -1.076 1.160
H21 0.995 1.182 -0.166
H22 -0.054 2.120 0.691

Computed properties:
Net charge: 0
LUMO: 0.3 eV
Gap between HOMO and LUMO: 8.69 eV

=====

No. 5
This record from OMol25 describes a molecular structure, C8H22INO5V at a distorted geometry. The level of theory is the ωB97M-V functional and the def2-TZVPD basis.

Atoms and positions in Å:
O1 1.397 2.233 1.137
V1 1.209 0.787 1.693
I1 1.528 1.667 4.527
O2 3.097 -0.100 1.726
H1 2.813 -1.020 1.696
C1 -1.463 3.181 0.606
C2 -1.741 2.238 1.785
O3 -0.934 1.154 1.895
H2 -1.712 2.707 -0.351
H3 -0.400 3.428 0.603
H4 -1.976 4.156 0.663
H5 -2.809 1.917 1.733
H6 -1.683 2.869 2.707
C3 0.910 -3.118 0.756
C4 0.886 -2.574 2.187
O4 0.379 -1.316 2.359
H7 1.130 -4.205 0.753
H8 1.667 -2.680 0.098
H9 -0.081 -3.049 0.290
H10 1.931 -2.645 2.591
H11 0.306 -3.296 2.811
C5 1.147 1.517 -2.264
C6 0.242 0.648 -1.390
C7 -0.495 -0.356 -2.258
O5 -1.489 -0.987 -1.500
C8 -2.391 -1.752 -2.265
N1 1.039 0.013 -0.322
H12 0.568 2.199 -2.890
H13 1.790 0.908 -2.909
H14 1.743 2.133 -1.587
H15 -0.488 1.322 -0.950
H16 0.224 -1.119 -2.608
H17 -0.965 0.164 -3.105
H18 -3.336 -1.802 -1.727
H19 -1.984 -2.759 -2.452
H20 -2.595 -1.290 -3.246
H21 1.961 -0.285 -0.650
H22 0.576 -0.886 -0.141

Computed properties:
Net charge: -2
⟨S²⟩: 0.766
LUMO (spin up / spin down): 4.5 / 4.5 eV
2S+1: 2
Gap between HOMO and LUMO (spin up / spin down): 5.26 / 5.22 eV

=====

No. 6
This record from OMol25 describes a molecular structure, C8H22N8Pd. The level of theory is the ωB97M-V functional and the def2-TZVPD basis.

Atoms and positions in Å:
Pd1 1.229 0.041 0.461
N1 0.758 2.503 1.234
C1 -0.688 2.696 1.292
C2 -1.273 2.672 -0.111
N2 -1.297 1.327 -0.672
C3 -2.577 0.676 -0.423
C4 -2.560 -0.850 -0.536
N3 -1.716 -1.562 0.406
C5 -0.886 1.283 -2.060
C6 0.615 1.417 -2.250
N4 1.343 0.251 -1.719
H1 1.112 2.112 2.099
H2 1.231 3.377 1.043
H3 -0.979 3.629 1.790
H4 -1.109 1.871 1.871
H5 -0.663 3.319 -0.747
H6 -2.283 3.108 -0.111
H7 -3.363 1.080 -1.089
H8 -2.877 0.930 0.597
H9 -2.272 -1.151 -1.547
H10 -3.594 -1.188 -0.421
H11 -0.749 -1.244 0.323
H12 -1.991 -1.359 1.361
H13 -1.384 2.067 -2.658
H14 -1.199 0.330 -2.492
H15 0.986 2.296 -1.721
H16 0.815 1.556 -3.318
H17 2.330 0.328 -1.935
H18 1.009 -0.597 -2.162
N5 2.628 -2.962 0.170
C7 2.262 -3.360 1.415
N6 2.405 -4.694 1.687
N7 1.805 -2.595 2.361
C8 1.490 -1.316 2.085
N8 1.140 -0.244 2.495
H19 2.538 -3.644 -0.565
H20 2.338 -2.001 -0.044
H21 3.161 -5.178 1.233
H22 2.264 -4.923 2.658

Computed properties:
Net charge: 0
ΔE to the lowest compared entry with this formula, charge and spin: 0.0 kcal/mol
LUMO: 0.7 eV
Gap between HOMO and LUMO: 7.37 eV

=====

| no. | E (hartree) |
| --- | --- |
| 1 | -822.60543 |
| 2 | -1412.47558 |
| 3 | -5344.41294 |
| 4 | -1045.79265 |
| 5 | -1990.69641 |
| 6 | -883.94969 |